(1)
Computed, not measured: one molecule with the formula C3H7FO2, with ωB97M-V/def2-TZVPD.

CARTESIAN COORDINATES (ANGSTROEM)
C1 1.8305 0.3468 0.1313
O1 0.7354 -0.6312 0.2009
C2 -0.5751 0.0516 -0.0800
C3 -1.6847 -0.9927 0.3652
O2 -0.7231 0.4853 -1.3314
F1 -0.6234 1.1443 0.7552
H1 2.7353 -0.1719 0.1675
H2 1.8343 0.9624 1.0444
H3 1.7052 1.0360 -0.8719
H4 -1.9630 -1.3900 -0.5798
H5 -0.9739 -1.6600 0.9025
H6 -2.3208 -0.2479 0.9284
H7 0.0234 1.0673 -1.6323

Forces on atoms 1 to 2 (eV/Å):
-2.7 1.4 -1.2
-0.6 2.5 -0.9

Summary:
ΔE to the lowest compared entry with this formula, charge and spin in eV: 0.538
Total charge: 0
E_LUMO in Ha: 0.0277
Structure (SMILES): CO[C@](C)(O)F

=====

(2)
Computed, not measured: C3H7FO2Sc as an isolated structure, with ωB97M-V/def2-TZVPD.

CARTESIAN COORDINATES (ANGSTROEM)
O1 -1.6578 -0.3970 0.4025
Sc1 -1.2349 0.9361 1.9120
F1 -1.1541 2.1027 3.3421
C1 1.5919 1.0048 0.0245
O2 0.5563 0.0702 0.3121
C2 -0.3011 -0.2908 -0.7630
C3 -0.9731 -1.6071 -0.5656
H1 2.3324 0.9281 0.8254
H2 2.0484 0.7407 -0.9397
H3 1.1821 2.0210 -0.0460
H4 -0.7373 -2.2921 0.2773
H5 0.2605 -0.0900 -1.6836
H6 -1.1789 -0.7773 -1.7562
H7 -0.7342 -2.3494 -1.3416

Forces on atoms 1 to 2 (eV/Å):
-2.2 0.5 -1.0
0.5 0.1 0.2

Summary:
ΔE to the lowest compared entry with this formula, charge and spin in eV: 3.788
Total charge: +2
E_LUMO (alpha / beta) in Ha: -0.4092 / -0.4401
⟨S²⟩: 0.763
Multiplicity: 2

=====

(3)
Computed, not measured: a 2-piece molecular cluster, C3H7FOS overall, with ωB97M-V/def2-TZVPD.

CARTESIAN COORDINATES (ANGSTROEM)
O1 3.6072 -0.0082 1.1694
C1 2.6566 0.4782 0.5774
C2 1.9771 -0.1475 -0.6184
F1 2.5927 -1.2751 -1.0988
H1 2.0876 1.2256 1.0295
H2 2.2055 0.6322 -1.4304
H3 0.9872 -0.2137 -0.3907
C3 -2.6691 0.3350 -0.1029
S1 -2.2179 -1.3721 0.4301
H4 -2.3180 1.1481 0.5732
H5 -3.6143 0.4945 -0.4758
H6 -1.9243 0.5162 -0.8417
H7 -3.3703 -1.8134 1.1790

Forces on atoms 1 to 2 (eV/Å):
-0.9 1.0 -1.1
1.7 -3.9 0.9

Summary:
ΔE to the lowest compared entry with this formula, charge and spin in eV: 2.055
Total charge: 0
E_LUMO in Ha: 0.0203
Structure (SMILES): O=CCF.CS